Entry 1:
Here is a 10-piece molecular cluster, C48H58N2O6 overall in a non-equilibrium geometry from the OMol25 dataset. Energies are from ωB97M-V with the def2-TZVPD basis set.

XYZ file:
```
114
Properties=species:S:1:pos:R:3:forces:R:3
C 1.895 4.165 4.103 0.657 -0.828 0.387
N 2.979 5.146 3.803 1.423 -0.889 -1.265
O 2.635 6.233 3.462 -0.727 1.722 0.052
O 4.151 4.756 3.696 -1.538 -0.236 0.880
H 0.917 4.607 4.295 0.486 0.385 -0.094
H 2.254 3.579 4.948 -0.188 -0.085 -0.134
H 1.872 3.546 3.206 -0.111 -0.100 0.140
C 1.111 3.102 -7.149 -0.295 -0.212 -0.192
N -0.025 4.041 -6.874 -2.091 0.750 -0.657
O -0.422 4.188 -5.722 1.075 -0.325 -0.837
O -0.630 4.525 -7.847 1.466 -0.788 1.188
H 0.628 2.136 -7.293 -0.013 -0.062 0.394
H 1.792 3.091 -6.298 -0.161 0.071 -0.228
H 1.564 3.305 -8.119 0.014 0.546 0.342
C -6.585 1.581 6.066 0.168 -0.901 -0.808
O -5.906 0.413 5.603 0.192 0.011 -0.489
C -4.649 0.719 5.036 0.516 0.360 0.274
C -4.046 -0.372 4.148 -1.705 -0.224 0.651
O -4.912 -0.731 3.057 0.524 -0.338 0.390
C -5.152 0.275 2.092 0.398 0.616 1.064
H -6.560 2.299 5.246 -0.112 0.455 0.188
H -6.122 1.977 6.970 -0.050 0.134 0.078
H -7.618 1.270 6.226 0.094 0.170 0.263
H -3.964 0.976 5.844 0.502 -0.402 0.318
H -4.625 1.657 4.482 -0.728 0.248 -0.450
H -3.938 -1.276 4.747 -0.112 -0.150 -0.161
H -3.033 -0.058 3.893 0.038 0.175 -0.642
H -5.908 0.995 2.404 -0.430 -0.095 0.252
H -5.494 -0.158 1.152 0.493 -0.109 0.073
H -4.243 0.877 2.070 0.225 0.063 -1.009
C -4.612 0.612 -8.084 0.939 1.105 1.787
C -5.283 -0.323 -8.812 -0.916 -0.188 -1.282
C -5.874 -1.438 -8.234 0.220 0.156 -1.076
C -5.668 -1.675 -6.917 0.143 -0.190 0.348
C -4.967 -0.738 -6.178 0.271 -0.085 1.187
C -4.468 0.457 -6.697 -0.395 -1.741 -0.580
H -4.100 1.498 -8.431 -0.288 -0.026 -0.916
H -5.431 -0.220 -9.876 0.214 0.283 -0.158
H -6.401 -2.144 -8.859 -0.066 -0.034 -0.050
H -5.974 -2.627 -6.510 -0.114 0.112 0.392
H -4.787 -1.057 -5.162 0.154 0.486 0.351
H -3.870 1.124 -6.094 -0.150 0.134 -0.001
C 0.012 -6.903 2.317 -1.209 -1.733 -0.827
C -0.270 -8.203 1.857 0.488 -0.095 0.436
C -1.573 -8.714 1.801 0.610 1.237 -0.251
C -2.622 -7.858 2.083 -0.453 0.236 0.264
C -2.413 -6.521 2.505 -0.272 -2.687 -0.312
C -1.104 -6.147 2.627 0.548 2.226 0.646
H 1.028 -6.545 2.386 -0.093 0.114 0.083
H 0.546 -8.863 1.603 0.166 -0.046 -0.068
H -1.779 -9.721 1.468 0.136 -0.069 0.046
H -3.602 -8.303 1.991 -0.352 0.346 0.106
H -3.245 -5.926 2.849 0.112 0.243 -0.228
H -0.967 -5.142 2.998 0.323 0.242 0.090
C 0.910 -3.078 8.182 0.245 -0.477 0.094
C 1.885 -3.477 7.261 -0.484 0.017 0.322
C 2.818 -2.571 6.790 -0.213 -0.278 -0.141
C 2.787 -1.261 7.232 -0.500 0.160 0.118
C 1.757 -0.841 8.075 0.038 -0.575 0.185
C 0.815 -1.767 8.583 1.012 1.392 -0.719
H 0.279 -3.832 8.630 -0.278 -0.026 -0.163
H 1.852 -4.505 6.932 0.272 -0.070 -0.096
H 3.543 -2.856 6.041 0.145 -0.169 0.070
H 3.557 -0.599 6.865 -0.109 0.328 0.097
H 1.700 0.194 8.376 -0.002 0.087 0.051
H 0.053 -1.363 9.233 -0.132 -0.384 0.170
C 1.243 0.339 -0.257 0.104 -0.147 0.406
C 2.350 0.084 0.542 -1.266 -0.410 0.174
C 3.442 0.907 0.481 0.955 -0.540 -0.577
C 3.469 1.956 -0.424 -0.689 0.925 0.452
C 2.308 2.308 -1.120 0.556 -0.903 -0.440
C 1.235 1.416 -1.109 -0.437 0.908 0.469
H 0.337 -0.234 -0.129 0.034 -0.273 -0.140
H 2.241 -0.730 1.243 0.455 -0.104 0.131
H 4.334 0.629 1.023 0.071 0.242 0.245
H 4.332 2.606 -0.442 0.099 0.032 -0.154
H 2.291 3.199 -1.731 -0.040 0.045 -0.055
H 0.285 1.628 -1.576 0.136 0.251 -0.478
C 12.604 4.862 -3.356 -0.515 -0.452 -0.567
C 11.274 4.866 -3.773 0.144 -0.631 0.011
C 10.349 3.963 -3.218 0.447 0.983 -0.290
C 10.705 3.135 -2.159 0.509 0.158 -0.918
C 12.034 3.157 -1.748 0.676 0.411 0.200
C 12.990 3.991 -2.364 -0.848 0.037 0.959
H 13.359 5.421 -3.888 -0.088 0.413 0.120
H 11.020 5.524 -4.591 -0.349 -0.024 -0.036
H 9.347 3.946 -3.622 -0.137 -0.019 0.075
H 9.953 2.450 -1.796 0.192 -0.061 0.415
H 12.387 2.581 -0.905 -0.201 -0.293 0.041
H 13.984 4.107 -1.959 0.170 -0.523 -0.011
C -5.948 6.303 1.547 0.136 -0.293 0.318
C -5.682 5.601 0.398 2.838 -0.576 -1.001
C -4.298 5.345 0.061 -0.632 0.809 1.418
C -3.278 5.844 0.919 -0.750 -0.439 -2.292
C -3.574 6.590 2.016 -0.887 -0.549 1.110
C -4.912 6.738 2.378 -0.146 0.680 0.050
H -7.005 6.390 1.754 0.037 0.498 0.587
H -6.500 5.280 -0.230 0.112 -0.171 -0.126
H -3.959 4.784 -0.797 -0.418 -0.035 -0.204
H -2.238 5.777 0.637 0.078 -0.458 -0.144
H -2.746 6.859 2.655 -0.193 0.510 0.187
H -5.136 7.275 3.289 -0.166 0.005 0.107
C 1.082 -6.709 -5.732 -0.926 0.892 1.018
C 0.717 -5.471 -5.092 0.398 -1.819 -0.725
C 0.019 -5.522 -3.886 0.463 0.216 -0.848
C -0.330 -6.741 -3.324 0.099 1.657 0.000
C 0.054 -7.910 -3.931 -0.412 -0.341 1.672
C 0.735 -7.910 -5.118 0.781 0.242 -0.413
H 1.606 -6.789 -6.673 0.135 0.491 -0.031
H 1.016 -4.536 -5.542 -0.038 0.091 0.028
H -0.201 -4.605 -3.359 -0.137 0.105 -0.029
H -0.830 -6.626 -2.374 -0.104 -0.803 0.163
H -0.088 -8.768 -3.290 -0.101 -0.638 -0.580
H 1.124 -8.841 -5.504 -0.160 -0.092 -0.234
```
Positions in Å, forces in eV/Å.

- charge = 0
- SMILES = C[N+](=O)[O-].C[N+](=O)[O-].c1ccccc1.c1ccccc1.c1ccccc1.c1ccccc1.c1ccccc1.c1ccccc1.c1ccccc1.COCCOC
- 2S+1 = 1

Entry 2:
Here is C40H33LaN11O2PS2 as an isolated structure in a non-equilibrium geometry from the OMol25 dataset. Energies are from ωB97M-V with the def2-TZVPD basis set.

XYZ file:
```
90
Properties=species:S:1:pos:R:3:forces:R:3
La -1.061 -0.027 -0.034 -1.764 1.446 2.077
C -4.335 -3.901 2.996 -0.003 -0.062 0.055
C -2.976 -4.116 2.827 -0.010 -0.011 0.062
C -2.318 -3.607 1.715 0.030 0.068 -0.112
C -3.011 -2.862 0.761 -0.077 -0.100 0.063
C -4.386 -2.670 0.930 0.112 -0.017 0.045
C -5.037 -3.182 2.037 -0.011 -0.002 -0.038
N -2.339 -2.231 -0.306 -0.117 0.019 -0.170
C -2.695 -2.531 -1.551 0.246 0.116 -0.037
C -3.348 -3.757 -1.909 -0.054 -0.091 -0.098
C -3.525 -4.103 -3.211 0.013 0.033 0.110
C -3.113 -3.251 -4.271 0.018 0.035 -0.125
C -2.577 -2.038 -3.984 -0.042 0.128 0.012
C -2.389 -1.623 -2.636 -0.360 -0.698 0.027
N -2.013 -0.370 -2.298 -0.208 0.619 -1.438
N -1.947 0.492 -3.249 -0.291 -0.823 -0.152
C -1.515 1.756 -2.915 0.439 0.689 0.302
C -1.623 2.741 -3.903 -0.083 -0.222 0.006
C -1.128 4.002 -3.654 0.063 0.023 0.121
C -0.523 4.259 -2.429 -0.033 0.003 -0.076
C -0.458 3.237 -1.503 -0.027 0.101 0.173
N -0.942 2.012 -1.723 -0.233 -0.132 -0.426
H -4.842 -4.299 3.865 -0.014 0.036 -0.001
H -2.430 -4.694 3.565 0.018 -0.023 -0.035
H -1.268 -3.816 1.553 -0.009 -0.027 -0.009
H -4.918 -2.071 0.201 -0.028 -0.004 0.018
H -6.096 -2.996 2.164 0.004 -0.005 0.008
H -3.648 -4.427 -1.116 0.014 -0.014 0.001
H -3.975 -5.059 -3.451 -0.010 -0.001 0.026
H -3.239 -3.572 -5.296 0.001 0.023 -0.001
H -2.291 -1.348 -4.764 0.010 -0.033 -0.022
H -2.099 2.476 -4.837 0.017 0.015 -0.007
H -1.204 4.780 -4.402 -0.021 -0.013 -0.013
H -0.121 5.232 -2.188 0.018 -0.015 0.012
H -0.007 3.404 -0.532 -0.070 0.006 0.012
S -3.383 0.219 1.766 -0.435 -0.128 -0.102
C -2.894 1.854 2.072 0.049 -0.023 0.032
S -1.265 2.261 1.656 0.234 0.710 0.244
C -3.741 2.790 2.626 0.141 -0.131 -0.169
C -3.351 4.153 2.747 0.140 0.241 0.030
N -3.048 5.262 2.826 -0.022 -0.069 0.036
C -5.053 2.458 3.058 -0.287 -0.131 0.049
N -6.117 2.209 3.428 0.070 0.006 -0.023
N -0.667 -0.804 3.028 0.015 -0.024 -0.109
N 0.230 -1.861 3.184 -0.070 0.019 -0.026
C 0.764 -2.411 2.088 0.121 0.090 0.095
N 1.504 -3.504 2.209 0.014 -0.002 -0.229
N 0.489 -1.761 0.944 0.171 -0.076 0.267
N 0.892 -2.198 -0.242 0.756 -1.463 -0.588
O 0.577 -1.459 -1.190 0.539 -0.696 -0.214
O 1.500 -3.244 -0.425 -0.099 0.242 0.274
H -0.575 -0.136 3.780 0.110 0.149 -0.077
H -1.642 -1.104 2.959 -0.025 -0.095 0.034
H 0.254 -2.380 4.048 -0.031 -0.113 0.034
H 1.722 -3.890 3.111 0.006 0.010 -0.014
H 1.914 -3.872 1.364 0.077 -0.104 -0.017
C 5.246 -2.118 0.902 0.056 -0.026 0.030
C 4.801 -1.938 -0.398 -0.020 -0.066 -0.034
C 3.795 -1.024 -0.671 -0.101 -0.036 0.093
C 3.218 -0.269 0.353 0.034 -0.045 0.006
C 3.682 -0.451 1.656 -0.064 -0.010 -0.079
C 4.687 -1.369 1.926 0.007 -0.017 0.058
P 1.861 0.911 -0.089 1.272 0.744 0.150
C 2.602 1.511 -1.654 -0.181 -0.030 -0.002
C 3.888 2.053 -1.679 -0.048 0.036 -0.086
C 4.440 2.483 -2.873 0.072 -0.008 0.065
C 3.724 2.359 -4.057 -0.031 -0.004 -0.018
C 2.467 1.777 -4.048 0.002 0.016 -0.101
C 1.912 1.344 -2.852 0.104 -0.022 0.116
C 2.150 2.272 1.109 -0.165 -0.117 -0.025
C 2.615 3.544 0.788 -0.042 -0.018 -0.002
C 2.751 4.508 1.777 0.011 0.058 -0.027
C 2.413 4.221 3.090 0.015 -0.013 0.010
C 1.906 2.972 3.411 0.009 0.018 0.053
C 1.763 2.010 2.426 0.083 0.087 -0.058
H 6.037 -2.827 1.114 -0.010 0.012 -0.007
H 5.238 -2.510 -1.206 -0.013 0.008 -0.003
H 3.458 -0.890 -1.691 0.020 -0.038 -0.012
H 3.284 0.150 2.462 0.020 -0.028 0.025
H 5.047 -1.484 2.942 -0.005 0.009 -0.015
H 4.458 2.126 -0.761 0.017 0.027 -0.004
H 5.436 2.908 -2.884 -0.010 0.004 0.004
H 4.158 2.704 -4.988 -0.010 -0.008 -0.004
H 1.916 1.661 -4.973 -0.003 -0.038 0.015
H 0.951 0.850 -2.851 -0.017 0.050 -0.051
H 2.850 3.798 -0.236 0.048 0.004 -0.001
H 3.117 5.493 1.517 -0.017 -0.004 -0.013
H 2.519 4.979 3.855 -0.025 0.002 -0.004
H 1.587 2.765 4.425 0.001 -0.027 -0.016
H 1.309 1.057 2.665 -0.023 0.005 0.039
```
Positions in Å, forces in eV/Å.

- charge = 0
- 2S+1 = 1

Entry 3:
Here is a 3-piece molecular cluster, C2H11N4 overall in a non-equilibrium geometry from the OMol25 dataset. Energies are from ωB97M-V with the def2-TZVPD basis set.

XYZ file:
```
17
Properties=species:S:1:pos:R:3:forces:R:3
C 1.281 1.487 -0.276 -0.056 4.093 -0.184
C 1.014 0.133 -0.578 -1.155 -0.937 0.973
N 3.266 -0.104 0.139 1.192 -0.412 1.422
N 0.226 -2.083 -0.683 -0.364 -5.759 1.978
N 0.595 -0.933 -0.389 0.833 2.849 -1.615
N -4.239 0.052 1.332 -2.157 1.121 1.206
H 0.566 2.409 -0.461 0.608 -2.585 0.052
H 2.237 1.823 -0.756 -1.080 -0.291 0.451
H 1.390 1.434 0.825 0.178 0.340 -0.399
H 4.051 -0.693 -0.206 -0.485 1.285 0.020
H 3.266 -0.306 1.153 -0.110 -0.030 -0.553
H 0.479 -2.966 -0.192 0.494 1.853 0.686
H 3.384 0.926 0.122 1.157 -1.499 -0.319
H -0.176 -2.446 -1.487 -1.239 1.108 -2.498
H -5.013 0.239 2.089 2.205 -0.803 -1.808
H -4.758 0.041 0.451 0.247 -0.060 0.273
H -3.823 -0.857 1.450 -0.266 -0.272 0.314
```
Positions in Å, forces in eV/Å.

- charge = +1
- 2S+1 = 1

Entry 4:
Here is one molecule with the formula C6H12 in a non-equilibrium geometry from the OMol25 dataset. Energies are from ωB97M-V with the def2-TZVPD basis set.

XYZ file:
```
18
Properties=species:S:1:pos:R:3:forces:R:3
C -1.509 0.762 0.105 0.032 0.003 0.014
C -0.489 -0.149 0.818 0.001 -0.193 0.044
C -0.526 -1.555 0.232 -0.417 -0.269 -0.075
C 0.521 -1.247 -0.836 -0.428 0.722 -0.326
C 0.945 0.046 0.299 -0.792 -0.279 -2.046
C 1.352 1.478 -0.072 0.089 -0.420 -0.275
H -1.434 1.812 0.413 0.081 -0.199 0.000
H -1.406 0.734 -0.987 0.044 -0.053 0.206
H -2.526 0.427 0.343 0.181 0.013 0.007
H -0.690 -0.083 1.896 0.317 0.027 -0.096
H -0.139 -2.264 0.974 -0.023 0.001 -0.307
H -1.488 -1.908 -0.133 -0.158 -0.118 0.066
H 0.220 -0.786 -1.761 -0.708 -0.146 -0.392
H 1.176 -2.129 -1.079 0.044 1.256 0.406
H 1.654 -0.752 0.291 1.609 0.396 2.929
H 0.715 1.856 -0.881 0.233 -0.013 0.026
H 1.227 2.204 0.756 -0.031 -0.665 -0.081
H 2.397 1.552 -0.379 -0.073 -0.062 -0.099
```
Positions in Å, forces in eV/Å.

- charge = 0
- SMILES = C[C@@H]1CC[C@@H]1C
- 2S+1 = 1

Which E_HOMO belongs to each record? In order, -9.287 -7.006 -12.424 -8.544 eV.
Which Kohn-Sham gap belongs to each record? In order, 9.20 5.53 8.26 9.72 eV.
Which E_LUMO belongs to each record? In order, -0.0849 -1.4718 -4.1602 1.1726 eV.